This record from OMol25 describes a molecular structure, C18H31N6O4PS in a non-equilibrium geometry. The level of theory is wB97M-V/def2-TZVPD.

Last column: Löwdin charge in e.
Geometry (Å):
N  -1.73  -1.46  -4.16  -0.310
P  -1.61  0.00  -3.59  0.748
C  -0.32  0.25  -2.32  -0.266
C  -0.80  0.68  -1.03  -0.090
C  0.04  0.89  -0.02  -0.051
C  1.45  0.75  -0.20  -0.368
N  2.45  0.94  0.67  -0.235
S  3.82  0.64  -0.10  1.025
N  3.26  0.23  -1.55  -0.215
C  1.93  0.33  -1.48  -0.320
C  1.01  0.05  -2.54  -0.159
C  1.60  -0.45  -3.84  -0.079
C  2.17  -1.85  -3.54  -0.348
C  1.19  -2.97  -3.48  -0.026
O  2.19  -2.76  -4.58  -0.056
H  -1.60  -1.45  -5.17  -0.037
H  -1.34  0.97  -4.58  0.011
H  -2.81  0.36  -2.96  0.014
H  -1.86  0.84  -0.86  0.087
H  -0.35  1.19  0.95  0.112
H  2.45  0.14  -4.16  0.125
H  0.85  -0.61  -4.60  0.096
H  2.98  -1.90  -2.83  0.123
H  1.45  -3.78  -2.82  0.094
H  0.34  -3.01  -4.14  0.089
C  -0.76  -4.40  0.56  -0.001
C  -0.39  -2.94  0.71  -0.545
O  -1.21  -2.06  0.94  0.021
N  0.91  -2.60  0.59  0.030
C  2.06  -3.45  0.34  -0.060
H  -1.83  -4.50  0.68  0.083
H  -0.48  -4.76  -0.43  0.082
H  -0.26  -5.00  1.32  0.086
H  1.05  -1.61  0.70  0.102
H  2.77  -3.36  1.16  0.088
H  2.55  -3.14  -0.59  0.066
H  1.76  -4.49  0.25  0.076
C  0.45  -1.26  6.30  -0.013
C  1.11  -1.15  4.95  -0.557
O  2.20  -1.65  4.71  0.021
N  0.44  -0.46  3.99  0.014
C  -0.84  0.20  4.08  -0.076
H  1.10  -1.84  6.96  0.080
H  0.30  -0.27  6.74  0.082
H  -0.51  -1.77  6.22  0.083
H  0.93  -0.42  3.10  0.117
H  -1.51  -0.23  3.33  0.080
H  -0.70  1.26  3.85  0.080
H  -1.30  0.11  5.06  0.072
C  -3.53  5.39  -0.56  -0.009
C  -2.58  4.22  -0.47  -0.543
O  -2.94  3.08  -0.72  0.025
N  -1.29  4.47  -0.11  0.014
C  -0.69  5.75  0.22  -0.073
H  -4.50  5.03  -0.86  0.082
H  -3.62  5.88  0.41  0.085
H  -3.18  6.11  -1.30  0.085
H  -0.72  3.64  -0.08  0.119
H  0.14  5.95  -0.47  0.084
H  -0.29  5.72  1.23  0.084
H  -1.41  6.55  0.14  0.071

Output
Max |F| in eV/A: 2.33
LUMO level in eV: -0.99

***

This record from OMol25 describes a molecular structure, C2H3NaO2P in a non-equilibrium geometry. The level of theory is wB97M-V/def2-TZVPD.

Last column: Löwdin charge in e.
Geometry (Å):
H  -1.65  0.57  2.00  0.165
O  0.34  0.51  1.52  -0.039
C  -1.01  0.70  -0.10  -0.416
H  -2.04  1.00  -0.32  0.110
C  -0.87  0.28  1.28  -0.158
O  -0.38  -0.64  -0.54  -0.455
Na  1.46  -1.42  0.76  0.784
P  0.12  0.72  -1.51  1.047
H  -0.88  0.63  -2.52  -0.037

Output
Max |F| in eV/A: 8.59
Net charge: +1
LUMO level (spin up / spin down) in eV: -4.90 / -4.90

***

This record from OMol25 describes a molecular structure, C7H15CrF6N5O16S2 in a non-equilibrium geometry. The level of theory is wB97M-V/def2-TZVPD.

Last column: Löwdin charge in e.
Geometry (Å):
Cr  -10.01  -16.32  3.98  0.063
C  -5.70  -22.50  2.76  -0.583
F  -4.93  -22.33  3.84  0.142
F  -5.14  -21.93  1.68  0.143
F  -5.63  -23.79  2.41  0.125
S  -7.59  -22.01  3.10  0.587
O  -7.57  -20.57  3.38  -0.108
O  -8.24  -22.12  1.82  -0.139
O  -8.21  -22.79  4.19  -0.183
C  -12.19  -14.70  -3.01  -0.637
F  -11.51  -14.92  -4.13  0.159
F  -13.16  -13.82  -3.19  0.149
F  -12.70  -15.84  -2.53  0.147
S  -11.08  -13.89  -1.69  0.658
O  -9.75  -13.67  -2.25  -0.187
O  -11.78  -12.65  -1.21  -0.187
O  -11.01  -14.95  -0.60  -0.118
C  -9.16  -8.63  2.64  0.012
N  -9.59  -9.52  3.68  -0.426
O  -9.35  -10.74  3.57  0.050
O  -10.17  -8.98  4.65  0.043
H  -9.98  -8.39  1.96  0.108
H  -8.48  -9.25  2.06  0.102
H  -8.83  -7.72  3.14  0.108
C  -14.94  -21.18  1.84  0.035
N  -14.69  -19.77  2.36  -0.438
O  -13.64  -19.57  2.98  0.044
O  -15.46  -18.93  1.98  0.075
H  -14.29  -21.91  2.32  0.087
H  -14.72  -21.24  0.78  0.097
H  -15.94  -21.53  2.07  0.092
C  -15.34  -12.39  6.73  0.041
N  -14.04  -13.01  7.24  -0.427
O  -13.60  -12.61  8.29  0.077
O  -13.47  -13.76  6.42  0.033
H  -15.17  -11.77  5.84  0.096
H  -15.92  -11.83  7.47  0.086
H  -15.97  -13.25  6.52  0.088
C  -8.31  -15.64  10.95  0.020
N  -7.82  -15.01  9.72  -0.433
O  -7.97  -15.58  8.61  0.046
O  -7.42  -13.88  9.89  0.064
H  -7.47  -16.11  11.45  0.099
H  -8.97  -16.50  10.81  0.098
H  -8.71  -14.86  11.60  0.101
C  -4.20  -13.97  0.67  0.088
N  -4.45  -15.10  1.74  -0.455
O  -3.72  -16.04  1.86  0.063
O  -5.54  -15.06  2.32  0.024
H  -4.78  -13.14  1.07  0.088
H  -4.72  -14.59  -0.06  0.096
H  -3.13  -13.81  0.52  0.089

Output
Max |F| in eV/A: 3.75
Spin multiplicity: 9
LUMO level (spin up / spin down) in eV: 0.04 / -4.94

***

This record from OMol25 describes a single C21H27F6N5OS molecule in a non-equilibrium geometry. The level of theory is wB97M-V/def2-TZVPD.

Last column: Löwdin charge in e.
Geometry (Å):
C  -2.65  -2.05  -4.10  -0.105
C  -2.78  -2.07  -2.58  -0.287
C  -4.10  -1.44  -2.14  -0.177
C  -4.34  -1.51  -0.63  -0.141
N  -3.34  -0.82  0.15  0.017
C  -2.19  -1.34  0.65  -0.595
S  -1.71  -3.00  0.47  1.023
C  -0.40  -3.12  1.73  -0.339
C  0.96  -2.64  1.22  -0.525
O  1.84  -3.41  0.92  0.078
N  1.03  -1.28  1.15  0.120
C  2.08  -0.50  0.70  -0.177
C  3.33  -1.01  0.36  0.077
C  4.32  -0.15  -0.07  -0.093
C  5.66  -0.73  -0.46  -0.588
F  5.63  -1.25  -1.70  0.144
F  6.64  0.18  -0.46  0.140
F  6.05  -1.72  0.35  0.147
C  4.11  1.21  -0.19  0.051
C  2.86  1.71  0.15  -0.100
C  2.56  3.18  0.04  -0.589
F  2.35  3.74  1.25  0.144
F  3.55  3.88  -0.53  0.144
F  1.45  3.42  -0.67  0.138
C  1.85  0.87  0.60  0.067
N  -1.52  -0.43  1.31  -0.009
N  -2.24  0.71  1.27  0.101
C  -3.33  0.48  0.59  -0.289
C  -4.37  1.51  0.34  -0.268
C  -4.23  2.03  -1.11  -0.203
C  -4.30  3.55  -1.22  -0.092
N  -5.69  0.95  0.63  -0.245
C  -5.76  0.50  2.01  -0.082
C  -6.77  1.89  0.39  -0.088
H  -1.71  -2.50  -4.40  0.072
H  -2.69  -1.04  -4.48  0.074
H  -3.46  -2.62  -4.56  0.073
H  -2.73  -3.10  -2.22  0.087
H  -1.95  -1.52  -2.15  0.100
H  -4.93  -1.96  -2.62  0.122
H  -4.13  -0.40  -2.46  0.097
H  -5.30  -1.05  -0.38  0.117
H  -4.34  -2.56  -0.30  0.115
H  -0.33  -4.18  1.97  0.085
H  -0.72  -2.54  2.60  0.088
H  0.15  -0.77  1.37  0.079
H  3.51  -2.07  0.44  0.118
H  4.89  1.87  -0.54  0.130
H  0.88  1.28  0.86  0.128
H  -4.13  2.35  1.03  0.153
H  -3.26  1.71  -1.50  0.114
H  -5.01  1.57  -1.73  0.103
H  -4.20  3.85  -2.26  0.075
H  -3.50  4.00  -0.65  0.080
H  -5.25  3.93  -0.84  0.063
H  -6.72  0.03  2.18  0.089
H  -5.64  1.33  2.73  0.097
H  -4.98  -0.23  2.21  0.083
H  -7.71  1.41  0.64  0.088
H  -6.68  2.81  0.99  0.095
H  -6.80  2.16  -0.67  0.078

Output
Max |F| in eV/A: 1.12
SMILES: CCCCn1c(SCC(=O)Nc2cc(C(F)(F)F)cc(C(F)(F)F)c2)nnc1[C@@H](CC)N(C)C
LUMO level in eV: 0.41

***

This record from OMol25 describes a molecular structure, C34H57CeN4OP2 in a non-equilibrium geometry. The level of theory is wB97M-V/def2-TZVPD.

Last column: Löwdin charge in e.
Geometry (Å):
C  -1.00  -2.16  -1.53  -0.274
C  1.20  -1.46  -0.94  -0.329
C  -0.49  -3.15  -2.36  0.027
C  1.74  -2.51  -1.71  0.009
C  0.89  -3.35  -2.41  0.019
H  -1.19  -3.76  -2.93  0.143
H  2.82  -2.63  -1.72  0.133
H  1.30  -4.16  -3.02  0.139
N  -0.16  -1.41  -0.77  -0.059
P  -2.89  -0.88  0.10  1.123
P  2.69  1.02  0.08  1.130
C  -2.49  -1.86  -1.43  -0.227
H  -2.80  -1.30  -2.33  0.090
H  -3.08  -2.79  -1.46  0.091
C  0.75  2.67  1.51  -0.079
O  0.91  3.81  1.65  0.159
C  2.05  -0.62  -0.06  -0.388
H  2.62  -1.27  0.63  0.086
C  3.79  1.37  -1.49  -0.607
C  3.77  0.92  1.70  -0.633
C  -4.13  0.49  -0.38  -0.670
C  -3.64  -2.26  1.17  -0.674
C  3.54  2.85  -1.83  -0.082
H  3.91  3.52  -1.04  0.099
H  4.05  3.11  -2.77  0.112
H  2.46  3.03  -1.95  0.036
C  5.29  1.11  -1.30  -0.063
H  5.73  1.72  -0.50  0.077
H  5.50  0.05  -1.13  0.093
H  5.80  1.40  -2.24  0.118
C  3.29  0.48  -2.63  -0.078
H  3.77  0.79  -3.57  0.120
H  3.51  -0.58  -2.46  0.081
H  2.20  0.59  -2.76  0.047
C  4.37  2.32  1.95  -0.060
H  3.59  3.08  2.06  0.078
H  4.95  2.29  2.89  0.111
H  5.06  2.64  1.15  0.076
C  2.87  0.54  2.89  -0.087
H  2.00  1.21  2.99  0.053
H  2.55  -0.51  2.87  0.076
H  3.48  0.66  3.81  0.121
C  4.88  -0.14  1.60  -0.066
H  5.68  0.13  0.91  0.068
H  5.34  -0.25  2.59  0.112
H  4.49  -1.13  1.31  0.081
C  -3.99  -1.67  2.54  -0.072
H  -4.42  -2.46  3.17  0.109
H  -3.10  -1.28  3.05  0.057
H  -4.73  -0.86  2.49  0.074
C  -2.56  -3.34  1.37  -0.078
H  -2.28  -3.84  0.43  0.086
H  -1.66  -2.93  1.84  0.044
H  -2.96  -4.11  2.05  0.111
C  -4.88  -2.91  0.52  -0.065
H  -5.08  -3.87  1.03  0.107
H  -5.79  -2.30  0.63  0.074
H  -4.75  -3.14  -0.54  0.079
C  -3.99  0.80  -1.88  -0.093
H  -4.34  -0.02  -2.51  0.093
H  -4.61  1.68  -2.12  0.113
H  -2.95  1.04  -2.14  0.044
C  -3.74  1.75  0.43  -0.096
H  -2.74  2.12  0.17  0.057
H  -4.46  2.55  0.20  0.107
H  -3.78  1.57  1.51  0.084
C  -5.59  0.15  -0.08  -0.076
H  -5.95  -0.69  -0.69  0.090
H  -5.76  -0.07  0.99  0.074
H  -6.20  1.03  -0.33  0.108
Ce  -0.01  0.21  0.93  0.956
N  -0.02  1.48  -1.05  0.086
C  0.43  1.78  -2.10  -0.018
C  0.16  2.57  -3.39  -0.555
C  1.20  2.27  -4.47  -0.040
C  -1.22  2.17  -3.90  -0.030
C  0.18  4.06  -3.05  -0.014
H  2.21  2.57  -4.16  0.072
H  1.20  1.21  -4.73  0.101
H  0.96  2.83  -5.38  0.117
H  -1.99  2.50  -3.20  0.082
H  -1.42  2.66  -4.87  0.120
H  -1.28  1.09  -4.05  0.102
H  -0.10  4.66  -3.93  0.121
H  -0.54  4.27  -2.25  0.103
H  1.18  4.39  -2.73  0.088
N  0.84  -3.22  2.68  0.173
C  0.29  -2.33  3.56  -0.355
C  0.16  -2.64  4.92  0.035
C  -0.46  -1.72  5.76  0.010
C  -0.94  -0.52  5.22  -0.026
C  -0.76  -0.25  3.86  -0.167
N  -0.13  -1.14  3.03  -0.060
H  0.91  -3.02  1.69  0.101
H  1.13  -4.13  3.02  0.129
H  0.54  -3.59  5.27  0.136
H  -0.58  -1.92  6.83  0.140
H  -1.45  0.23  5.83  0.130
H  -1.11  0.69  3.40  0.104

Output
Max |F| in eV/A: 4.78
Net charge: +3
LUMO level (spin up / spin down) in eV: -9.99 / -10.04

***

This record from OMol25 describes 2 unconnected molecules or ions with the total composition ClFH3N2P in a non-equilibrium geometry. The level of theory is wB97M-V/def2-TZVPD.

Last column: Löwdin charge in e.
Geometry (Å):
N  0.87  -1.44  -0.59  0.004
N  -0.70  0.86  0.52  -0.266
F  -1.45  0.14  -1.79  -0.328
P  -1.38  -0.40  -0.25  0.411
Cl  -3.28  -0.13  0.61  0.172
H  0.92  -1.76  0.38  -0.108
H  -1.06  1.81  0.57  0.050
H  0.32  1.04  0.54  0.066

Output
Max |F| in eV/A: 3.34
LUMO level (spin up / spin down) in eV: -1.21 / -1.72

***

This record from OMol25 describes 2 unconnected molecules or ions with the total composition C4H11ClN2 in a non-equilibrium geometry. The level of theory is wB97M-V/def2-TZVPD.

Last column: Löwdin charge in e.
Geometry (Å):
C  -0.93  -0.61  -1.09  -0.061
C  -1.38  0.87  0.84  -0.071
C  0.90  1.20  -0.49  -0.056
C  -0.27  0.25  -0.01  -0.711
N  1.43  -1.74  -0.31  0.037
N  0.21  -0.79  0.85  -0.406
Cl  1.28  -0.31  2.15  0.626
H  -0.26  -1.33  -1.60  0.073
H  -1.58  -1.13  -0.40  0.079
H  -1.53  -0.02  -1.66  0.054
H  -1.82  0.24  1.63  0.083
H  -2.32  1.12  0.25  0.100
H  -0.98  1.79  1.25  0.070
H  1.54  1.48  0.37  0.041
H  1.45  0.59  -1.22  0.064
H  0.61  2.19  -0.95  0.096
H  2.30  -1.28  0.10  0.001
H  1.36  -2.53  0.29  -0.017

Output
Max |F| in eV/A: 4.86
Spin multiplicity: 3
LUMO level (spin up / spin down) in eV: 0.79 / -2.06

***

This record from OMol25 describes 4 unconnected molecules or ions with the total composition C26H34IN3O7 in a non-equilibrium geometry. The level of theory is wB97M-V/def2-TZVPD.

Last column: Löwdin charge in e.
Geometry (Å):
C  4.69  0.88  0.34  -0.009
C  5.45  1.32  -0.93  -0.369
O  5.45  0.32  -1.96  -0.054
C  5.04  2.68  -1.51  -0.133
O  3.69  3.08  -1.26  -0.038
C  2.74  2.28  -1.83  -0.255
C  2.85  1.60  -3.04  0.019
C  1.82  0.81  -3.47  0.009
C  0.67  0.66  -2.72  -0.101
C  0.53  1.35  -1.52  -0.069
C  1.57  2.14  -1.10  0.057
C  -0.72  1.28  -0.64  -0.275
O  -0.75  2.01  0.33  0.009
C  -1.82  0.36  -1.08  -0.126
C  -3.01  0.14  -0.40  -0.592
I  -3.48  1.14  1.41  0.980
C  -3.98  -0.73  -0.86  -0.152
C  -3.78  -1.46  -2.02  -0.048
C  -2.60  -1.26  -2.72  -0.014
C  -1.65  -0.37  -2.28  -0.082
C  -0.44  -0.24  -3.17  -0.263
O  -0.34  -0.83  -4.24  0.086
H  5.33  0.94  1.23  0.041
H  4.44  -0.19  0.20  0.089
H  3.74  1.39  0.52  0.072
H  6.52  1.42  -0.63  0.138
H  5.64  -0.54  -1.57  0.087
H  5.67  3.44  -1.01  0.133
H  5.31  2.74  -2.57  0.127
H  3.76  1.70  -3.62  0.118
H  1.87  0.24  -4.40  0.128
H  1.46  2.65  -0.14  0.138
H  -4.90  -0.84  -0.29  0.086
H  -4.56  -2.15  -2.32  0.116
H  -2.44  -1.83  -3.63  0.124
C  -8.46  2.43  -1.81  -0.060
N  -7.97  2.10  -0.49  -0.200
C  -8.01  3.10  0.55  -0.039
C  -7.46  0.88  -0.20  -0.364
O  -7.03  0.55  0.89  -0.027
H  -7.90  3.27  -2.22  0.089
H  -9.52  2.70  -1.75  0.088
H  -8.36  1.57  -2.48  0.082
H  -7.00  3.30  0.92  0.089
H  -8.61  2.74  1.39  0.093
H  -8.44  4.02  0.17  0.085
H  -7.47  0.19  -1.06  0.133
C  -1.02  -5.36  0.79  -0.060
N  -2.25  -5.29  0.03  -0.201
C  -2.43  -6.18  -1.11  -0.041
C  -3.23  -4.42  0.33  -0.353
O  -4.28  -4.31  -0.28  0.008
H  -0.17  -5.15  0.14  0.089
H  -0.91  -6.36  1.21  0.088
H  -1.03  -4.64  1.60  0.083
H  -2.57  -5.59  -2.02  0.091
H  -3.31  -6.79  -0.95  0.092
H  -1.55  -6.81  -1.23  0.085
H  -3.00  -3.79  1.21  0.135
C  6.38  1.95  5.92  -0.056
N  6.54  1.04  4.80  -0.198
C  6.49  -0.39  5.04  -0.038
C  6.72  1.48  3.54  -0.340
O  6.86  0.76  2.57  -0.007
H  7.17  1.77  6.65  0.090
H  5.41  1.78  6.39  0.091
H  6.43  2.98  5.58  0.083
H  7.43  -0.84  4.72  0.093
H  5.68  -0.83  4.46  0.094
H  6.34  -0.59  6.10  0.086
H  6.74  2.58  3.47  0.138

Output
Max |F| in eV/A: 1.26
SMILES: C[C@@H](O)COc1ccc2c(c1)C(=O)c1c(I)cccc1C2=O.CN(C)C=O.CN(C)C=O.CN(C)C=O
LUMO level in eV: -0.60

***

This record from OMol25 describes a single C5H8O molecule. The level of theory is wB97M-V/def2-TZVPD.

Last column: Löwdin charge in e.
Geometry (Å):
C  1.39  0.35  0.61  -0.010
C  -0.04  0.20  0.21  -0.537
C  -0.36  -1.00  -0.69  -0.094
C  -0.93  -0.88  0.71  -0.066
C  -1.18  1.44  -1.09  0.122
O  -0.53  1.56  0.08  -0.151
H  1.86  -0.63  0.72  0.090
H  1.92  0.91  -0.18  0.097
H  1.46  0.91  1.54  0.092
H  -1.05  -0.98  -1.52  0.095
H  0.49  -1.67  -0.82  0.105
H  -0.56  -1.50  1.51  0.110
H  -1.99  -0.64  0.74  0.117
H  -0.48  1.93  -1.83  0.032

Output
Max |F| in eV/A: 0.56
LUMO level (spin up / spin down) in eV: 0.26 / 0.26

***

This record from OMol25 describes a molecular structure, C13H10BiClIN3OSe3Te. The level of theory is wB97M-V/def2-TZVPD.

Last column: Löwdin charge in e.
Geometry (Å):
Bi  2.11  0.79  0.65  1.172
Se  1.42  0.94  3.28  -0.078
Se  2.88  -0.56  4.40  -0.199
Te  4.93  -0.51  2.96  0.264
Se  3.81  -1.23  0.80  -0.181
Cl  -1.84  -4.14  -2.77  0.693
C  -0.80  -2.81  -2.41  -0.618
C  -0.21  -2.10  -3.43  -0.170
C  0.60  -1.02  -3.16  -0.630
I  1.54  0.03  -4.72  0.904
C  0.88  -0.58  -1.87  -0.497
O  1.65  0.41  -1.62  -0.338
C  0.31  -1.34  -0.81  -0.184
N  0.64  -0.99  0.46  -0.109
C  0.23  -1.72  1.47  -0.158
C  -0.57  -2.86  1.30  -0.015
C  -0.95  -3.23  0.04  0.000
C  -0.52  -2.47  -1.07  -0.169
H  -0.37  -2.41  -4.45  0.095
H  0.55  -1.42  2.46  0.024
H  -0.87  -3.42  2.17  0.113
H  -1.55  -4.11  -0.13  0.095
C  -2.08  1.37  -0.06  0.017
C  -1.22  2.46  0.43  -0.379
N  0.00  2.36  0.91  -0.091
C  0.40  3.61  1.27  -0.190
C  -0.60  4.49  1.00  -0.081
N  -1.62  3.75  0.47  0.106
H  -1.52  0.44  -0.10  0.060
H  -2.46  1.60  -1.06  0.091
H  -2.94  1.23  0.60  0.090
H  1.36  3.79  1.70  0.088
H  -0.68  5.55  1.14  0.110
H  -2.51  4.10  0.16  0.164

Output
Max |F| in eV/A: 0.94
LUMO level in eV: -0.61